{
  "formula": "C3H12As3F18N6O3Tl",
  "method": "ωB97M-V with the def2-TZVPD basis set",
  "species": ["Tl", "As", "F", "F", "F", "F", "F", "F", "As", "F", "F", "F", "F", "F", "F", "As", "F", "F", "F", "F", "F", "F", "C", "O", "N", "N", "H", "H", "H", "H", "C", "O", "N", "N", "H", "H", "H", "H", "C", "O", "N", "N", "H", "H", "H", "H"],
  "positions_angstrom": [[6.435, 17.131, -48.208], [6.467, 21.490, -49.592], [8.195, 21.425, -50.065], [6.341, 23.137, -50.328], [4.737, 21.467, -49.214], [6.676, 19.845, -48.847], [6.837, 22.346, -48.023], [6.071, 20.784, -51.209], [3.920, 16.306, -44.268], [2.618, 15.550, -45.221], [2.921, 17.785, -44.414], [5.258, 17.151, -43.361], [4.713, 14.646, -44.281], [4.763, 16.622, -45.884], [3.080, 15.856, -42.712], [10.588, 14.962, -49.222], [12.170, 14.245, -49.486], [11.347, 16.598, -49.275], [8.929, 15.650, -48.859], [9.832, 13.248, -49.258], [10.852, 14.778, -47.380], [10.343, 15.169, -50.995], [8.612, 18.403, -51.387], [7.883, 17.937, -50.561], [9.606, 17.746, -51.795], [8.585, 19.525, -51.978], [9.802, 16.901, -51.279], [10.197, 18.037, -52.561], [9.529, 19.730, -52.270], [7.952, 20.273, -51.734], [9.887, 19.334, -47.838], [9.004, 18.538, -47.783], [10.866, 19.373, -48.699], [9.908, 20.405, -47.120], [11.631, 20.012, -48.530], [11.041, 18.505, -49.185], [9.134, 20.535, -46.485], [10.736, 20.975, -47.019], [2.895, 19.156, -47.665], [4.021, 18.694, -47.821], [2.220, 19.232, -46.540], [2.264, 19.789, -48.610], [2.648, 18.893, -45.690], [1.233, 19.441, -46.600], [1.509, 20.443, -48.463], [2.709, 19.854, -49.515]],
  "mol_weight_g_mol": 951.28,
  "largest_force_ev_per_a": 7.05,
  "multiplicity": 1,
  "lumo_energy_ev": -8.892,
  "homo_energy_ev": -11.65,
  "gap_ha": 0.1012
}

{
  "formula": "C3H12Cl2NSi2",
  "method": "ωB97M-V with the def2-TZVPD basis set",
  "species": ["C", "C", "C", "N", "Si", "Si", "Cl", "Cl", "H", "H", "H", "H", "H", "H", "H", "H", "H", "H", "H", "H"],
  "positions_angstrom": [[0.983, 1.992, -2.156], [-1.710, -2.481, 0.752], [0.629, -0.166, 0.236], [1.463, 0.964, 0.891], [-0.035, 0.454, -1.455], [-1.010, -1.023, 1.545], [0.629, 3.300, -0.981], [-3.057, -2.946, 1.896], [1.939, 1.851, -1.883], [0.802, 2.288, -3.147], [-2.257, -2.515, -0.253], [-1.150, -3.407, 0.761], [1.267, -1.107, 0.216], [1.230, 1.848, 0.318], [1.393, 0.976, 1.913], [2.425, 0.609, 0.765], [0.156, -0.544, -2.436], [-1.318, 1.045, -1.267], [-1.995, 0.077, 1.474], [-0.384, -1.216, 2.810]],
  "mol_weight_g_mol": 189.21,
  "largest_force_ev_per_a": 3.95,
  "multiplicity": 1,
  "lumo_energy_ev": -3.518,
  "homo_energy_ev": -13.79,
  "gap_ha": 0.3776,
  "charge": 1
}

{
  "formula": "C3H12FN6O3Tl",
  "method": "ωB97M-V with the def2-TZVPD basis set",
  "species": ["Tl", "F", "C", "O", "N", "N", "H", "H", "H", "H", "C", "O", "N", "N", "H", "H", "H", "H", "C", "O", "N", "N", "H", "H", "H", "H"],
  "positions_angstrom": [[1.676, 3.869, -1.787], [0.585, 1.249, -1.172], [-0.249, 1.439, 2.463], [-0.599, 1.905, 3.512], [0.013, 2.191, 1.412], [-0.281, 0.120, 2.213], [-0.031, 3.197, 1.485], [0.127, 1.773, 0.500], [0.037, -0.174, 1.300], [-0.961, -0.543, 2.556], [1.803, -1.928, 0.107], [2.030, -2.888, 0.808], [2.329, -0.795, 0.509], [1.049, -2.005, -0.916], [2.794, -0.893, 1.401], [2.095, 0.051, 0.009], [0.512, -2.853, -1.027], [0.926, -1.129, -1.405], [-2.170, -0.671, -1.657], [-3.064, -1.506, -1.803], [-1.939, -0.071, -0.500], [-1.200, -0.363, -2.420], [-1.159, 0.563, -0.399], [-2.585, -0.157, 0.271], [-1.176, -0.729, -3.361], [-0.560, 0.349, -2.098]],
  "mol_weight_g_mol": 403.55,
  "largest_force_ev_per_a": 6.49,
  "multiplicity": 2,
  "lumo_energy_ev": [-14.331, -14.730],
  "homo_energy_ev": [-21.54, -21.49],
  "gap_ha": [0.2648, 0.2486],
  "charge": 3
}

{
  "formula": "C3H12N",
  "method": "ωB97M-V with the def2-TZVPD basis set",
  "species": ["N", "H", "H", "H", "H", "C", "C", "C", "H", "H", "H", "H", "H", "H", "H", "H"],
  "positions_angstrom": [[0.946, 2.318, 2.898], [1.385, 3.251, 2.768], [1.317, 1.555, 2.279], [0.825, 2.052, 3.897], [-0.009, 2.520, 2.495], [-1.167, -0.499, -2.192], [0.063, -1.326, -1.708], [-0.013, -1.558, -0.201], [-1.919, -0.251, -1.322], [-1.767, -0.974, -2.963], [-0.899, 0.438, -2.831], [1.058, -0.833, -2.054], [0.007, -2.302, -2.095], [0.874, -1.961, 0.288], [0.209, -0.568, 0.420], [-0.909, -1.863, 0.319]],
  "mol_weight_g_mol": 62.14,
  "largest_force_ev_per_a": 6.60,
  "multiplicity": 2,
  "lumo_energy_ev": [-7.718, -13.943],
  "homo_energy_ev": [-20.68, -20.04],
  "gap_ha": [0.4763, 0.2242],
  "charge": 2
}

{
  "formula": "C3H12N2",
  "method": "ωB97M-V with the def2-TZVPD basis set",
  "species": ["C", "N", "C", "H", "H", "H", "H", "H", "H", "H", "C", "N", "H", "H", "H", "H", "H"],
  "positions_angstrom": [[1.919, 1.155, 0.048], [1.872, -0.006, -0.835], [1.468, -1.257, -0.228], [0.924, 1.590, 0.135], [2.493, 0.877, 0.958], [2.416, 2.001, -0.490], [2.625, -0.076, -1.486], [2.024, -2.010, -0.822], [0.265, -1.252, -0.245], [1.539, -1.197, 0.886], [-2.841, -0.339, 0.036], [-1.964, 0.386, 0.958], [-3.734, 0.129, -0.452], [-3.333, -1.187, 0.506], [-2.140, -0.686, -0.745], [-1.080, 0.639, 0.577], [-2.454, 1.233, 1.201]],
  "mol_weight_g_mol": 76.14,
  "largest_force_ev_per_a": 2.98,
  "smiles": "CNC.CN",
  "multiplicity": 1,
  "lumo_energy_ev": 1.055,
  "homo_energy_ev": -8.37,
  "gap_ha": 0.3463
}

{
  "formula": "C3H12N2O",
  "method": "ωB97M-V with the def2-TZVPD basis set",
  "species": ["C", "C", "N", "C", "N", "H", "H", "H", "H", "H", "H", "H", "H", "H", "H", "H", "H", "O"],
  "positions_angstrom": [[1.132, 1.168, -1.067], [0.922, 0.313, 0.199], [2.219, -0.221, 0.665], [-3.136, -0.190, 1.376], [-2.278, 0.499, 0.341], [1.558, 0.515, -1.829], [1.789, 2.001, -0.791], [0.182, 1.622, -1.382], [0.269, 0.881, 0.861], [0.321, -0.567, -0.136], [2.668, -0.758, -0.148], [-2.181, -0.582, 1.757], [-3.867, 0.457, 1.863], [-3.606, -1.105, 0.999], [-2.821, 0.674, -0.516], [2.572, -2.323, -1.810], [1.872, -0.987, 1.242], [2.384, -1.398, -1.624]],
  "mol_weight_g_mol": 92.14,
  "largest_force_ev_per_a": 3.58,
  "multiplicity": 2,
  "lumo_energy_ev": [3.324, 2.329],
  "homo_energy_ev": [-2.73, -2.73],
  "gap_ha": [0.2224, 0.1858],
  "charge": -1
}

{
  "formula": "C3H12N2O",
  "method": "ωB97M-V with the def2-TZVPD basis set",
  "species": ["N", "C", "C", "C", "N", "H", "H", "H", "H", "H", "H", "H", "H", "H", "H", "O", "H", "H"],
  "positions_angstrom": [[0.374, 0.828, 2.174], [0.162, 0.576, 0.762], [-0.935, -0.463, 0.428], [-0.842, -0.726, -1.072], [-2.092, -1.187, -1.658], [-0.467, 0.776, 2.739], [0.780, 1.728, 2.394], [-0.045, 1.465, 0.147], [1.106, 0.176, 0.374], [-1.892, -0.044, 0.715], [-0.749, -1.346, 1.040], [-0.518, 0.142, -1.654], [-0.088, -1.519, -1.161], [-2.324, -2.157, -1.493], [-2.092, -1.081, -2.661], [3.084, 1.171, -0.604], [3.582, 0.352, -0.808], [2.955, 1.311, 0.337]],
  "mol_weight_g_mol": 92.14,
  "largest_force_ev_per_a": 1.63,
  "smiles": "NCCCN.O",
  "multiplicity": 1,
  "lumo_energy_ev": 0.910,
  "homo_energy_ev": -8.98,
  "gap_ha": 0.3635
}

{
  "formula": "C3H12N2O",
  "method": "ωB97M-V with the def2-TZVPD basis set",
  "species": ["C", "C", "N", "C", "N", "H", "H", "H", "H", "H", "H", "H", "H", "H", "H", "O", "H", "H"],
  "positions_angstrom": [[-0.431, 1.098, 0.958], [0.121, 0.065, -0.006], [-0.179, 0.432, -1.404], [1.612, -0.072, 0.280], [2.376, -1.087, -0.497], [-0.431, 0.689, 1.972], [-1.449, 1.400, 0.712], [0.177, 2.002, 0.944], [-0.275, -0.939, 0.214], [-1.044, 0.003, -1.698], [0.618, 0.145, -1.955], [2.163, 0.852, 0.086], [1.748, -0.342, 1.326], [1.896, -1.987, -0.410], [2.199, -0.928, -1.497], [-3.201, -0.635, 0.020], [-3.536, 0.120, 0.520], [-2.363, -0.815, 0.438]],
  "mol_weight_g_mol": 92.14,
  "largest_force_ev_per_a": 1.46,
  "smiles": "C[C@@H](N)CN.O",
  "multiplicity": 1,
  "lumo_energy_ev": 0.840,
  "homo_energy_ev": -9.55,
  "gap_ha": 0.3818
}